The following is a DFT calculation (ωB97M-V/def2-TZVPD) of a single C21H26N4O5S molecule in a non-equilibrium geometry.

```
! wB97M-V def2-TZVPD RIJCOSX def2/J DEFGRID3
* xyz 0 1
C 3.817 4.435 0.736
C 2.646 3.938 1.580
O 2.713 2.556 1.873
C 2.397 1.673 0.823
C 3.632 0.849 0.438
C 3.462 0.064 -0.863
N 2.344 -0.855 -0.789
C 1.113 -0.548 -1.265
S 0.958 0.939 -2.202
C -0.680 0.757 -2.983
C -1.823 1.229 -2.091
O -2.339 2.316 -2.215
N -2.182 0.281 -1.192
C -3.216 0.368 -0.292
C -4.113 1.441 -0.049
C -4.925 0.960 0.936
C -6.074 1.556 1.658
O -4.548 -0.291 1.254
N -3.489 -0.655 0.487
N 0.061 -1.276 -1.123
C 0.149 -2.431 -0.388
C -1.008 -3.176 -0.139
C -0.920 -4.339 0.592
C 0.307 -4.784 1.084
C 1.449 -4.050 0.859
C 1.381 -2.865 0.124
C 2.568 -2.047 -0.077
O 3.684 -2.321 0.308
O 1.411 0.768 1.229
C 0.173 1.353 1.602
C -0.706 0.270 2.202
H 3.756 5.515 0.633
H 4.756 4.178 1.218
H 3.797 3.990 -0.257
H 2.659 4.425 2.558
H 1.697 4.177 1.078
H 2.033 2.258 -0.046
H 3.828 0.156 1.257
H 4.482 1.522 0.339
H 3.311 0.737 -1.710
H 4.361 -0.537 -1.027
H -0.630 1.397 -3.864
H -0.794 -0.288 -3.265
H -1.566 -0.541 -1.114
H -4.127 2.390 -0.539
H -5.872 1.580 2.728
H -6.250 2.565 1.299
H -6.968 0.955 1.500
H -1.959 -2.817 -0.502
H -1.813 -4.912 0.789
H 0.356 -5.702 1.651
H 2.410 -4.360 1.241
H -0.303 1.801 0.714
H 0.350 2.146 2.338
H -0.892 -0.522 1.482
H -1.657 0.696 2.510
H -0.212 -0.161 3.068
*
```

Summary:
Structure (SMILES): CCOC(CCn1c(SCC(=O)Nc2cc(C)on2)nc2ccccc2c1=O)OCC
Relative energy (zero: lowest compared OMol25 entry of this formula, charge and spin) (kJ/mol): 211.1
Electronic energy (hartree): -1809.26165
Orbital gap (hartree): 0.334
LUMO energy (eV): 0.5

Atomic partial charges in e from the Löwdin method, atoms 1 to 6: -0.070, -0.258, -0.089, -0.418, -0.057, -0.146

The following is a DFT calculation (ωB97M-V/def2-TZVPD) of a single C2H5NO molecule in a non-equilibrium geometry.

```
! wB97M-V def2-TZVPD RIJCOSX def2/J DEFGRID3
* xyz 0 1
C 0.764 -0.498 -1.609
N -0.206 -0.112 -0.882
O 0.376 0.278 0.302
C -0.671 0.436 1.349
H 1.847 -0.580 -1.200
H 0.585 -0.802 -2.619
H -0.375 -0.257 2.193
H -1.617 0.025 0.888
H -0.702 1.510 1.578
*
```

Summary:
Structure (SMILES): C=NOC
Relative energy (zero: lowest compared OMol25 entry of this formula, charge and spin) (kJ/mol): 318.8
Electronic energy (hartree): -209.10091
Orbital gap (hartree): 0.395
LUMO energy (eV): 1.2

Atomic partial charges in e from the Löwdin method, atoms 1 to 6: -0.048, -0.054, -0.257, -0.055, 0.113, 0.052

The following is a DFT calculation (ωB97M-V/def2-TZVPD) of a molecular structure, C40H43BN6O3SSb2Sn.

```
! wB97M-V def2-TZVPD RIJCOSX def2/J DEFGRID3
* xyz 2 1
Sn 0.110 -0.531 0.687
O 1.321 1.515 1.891
N 2.485 1.335 2.555
C 2.931 2.380 3.296
C 4.082 2.284 4.012
C 4.787 1.074 3.984
C 4.292 0.015 3.265
C 3.100 0.124 2.526
S 2.462 -1.220 1.665
H 2.300 3.257 3.273
H 4.422 3.128 4.595
H 5.712 0.969 4.538
H 4.791 -0.943 3.251
C 0.694 -1.488 -5.087
C 1.865 -1.093 -4.147
C 1.230 -0.214 -3.041
Sb 0.850 2.741 0.184
C 2.386 4.177 -0.136
C 2.683 4.372 -1.487
C 3.528 5.406 -1.877
C 4.093 6.230 -0.914
C 3.809 6.033 0.435
C 2.949 5.018 0.825
C -0.315 3.959 1.459
C -1.050 3.399 2.504
C -1.894 4.201 3.258
C -2.018 5.553 2.961
C -1.298 6.109 1.911
C -0.445 5.315 1.156
Sb -0.505 0.093 -4.257
C -2.328 -0.381 -3.343
C -2.345 -1.251 -2.257
C -3.564 -1.568 -1.678
C -4.738 -1.026 -2.186
C -4.707 -0.158 -3.272
C -3.495 0.172 -3.861
C -0.717 1.886 -5.330
C -1.187 2.997 -4.632
C -1.381 4.187 -5.318
C -1.111 4.253 -6.681
C -0.650 3.135 -7.366
C -0.453 1.938 -6.693
H 0.231 -2.443 -4.844
H 0.904 -1.445 -6.152
H 2.604 -0.515 -4.700
H 2.370 -1.966 -3.735
H 1.803 0.656 -2.734
H 0.905 -0.775 -2.171
H 2.253 3.721 -2.245
H 3.749 5.563 -2.926
H 4.757 7.032 -1.212
H 4.248 6.684 1.182
H 2.706 4.901 1.873
H -0.965 2.340 2.735
H -2.465 3.771 4.071
H -2.677 6.179 3.551
H -1.393 7.164 1.683
H 0.121 5.758 0.343
H -1.431 -1.667 -1.847
H -3.594 -2.226 -0.819
H -5.689 -1.280 -1.733
H -5.626 0.266 -3.658
H -3.465 0.861 -4.699
H -1.410 2.938 -3.572
H -1.756 5.059 -4.798
H -1.267 5.183 -7.214
H -0.454 3.193 -8.430
H -0.103 1.067 -7.233
B -3.026 -0.710 1.342
N -3.177 0.652 0.606
C -4.245 1.476 0.659
C -4.054 2.494 -0.252
C -2.810 2.200 -0.822
N -2.282 1.086 -0.311
N -2.229 -0.579 2.689
C -2.645 -0.525 3.955
C -1.534 -0.437 4.794
C -0.445 -0.454 3.935
N -0.881 -0.536 2.669
H -4.120 -1.150 1.579
H -2.339 -1.440 0.639
H -5.068 1.280 1.333
H -4.712 3.324 -0.464
H -2.290 2.741 -1.602
H -3.698 -0.571 4.193
H -1.526 -0.393 5.872
H 0.612 -0.429 4.154
N 1.298 -6.290 0.682
C 0.683 -5.048 1.140
C 0.615 -4.033 -0.004
O 1.062 -4.455 -1.154
O 0.164 -2.903 0.139
H 0.674 -7.082 0.753
H 2.147 -6.514 1.181
H 1.367 -5.378 -0.951
H 1.236 -4.577 1.950
H -0.338 -5.196 1.489
*
```

Summary:
Relative energy (zero: lowest compared OMol25 entry of this formula, charge and spin) (kJ/mol): 17.6
Electronic energy (hartree): -3221.60359
Orbital gap (hartree): 0.275
LUMO energy (eV): -5.3

Atomic partial charges in e from the Löwdin method, atoms 1 to 6: 1.107, -0.505, -0.153, -0.006, -0.017, -0.017

The following is a DFT calculation (ωB97M-V/def2-TZVPD) of 4 unconnected molecules or ions with the total composition C2H11NO4 in a non-equilibrium geometry.

```
! wB97M-V def2-TZVPD RIJCOSX def2/J DEFGRID3
* xyz 0 1
N 1.789 -0.867 0.991
C 0.791 -0.785 2.040
C -0.648 -0.924 1.465
O -0.730 -1.017 0.209
H 2.569 -1.575 1.026
H 1.159 -0.961 0.085
H 0.876 -1.525 2.850
H 0.807 0.271 2.416
H -1.501 -0.799 2.173
O 0.197 1.654 -1.287
H 0.071 2.225 -0.527
H 0.775 0.905 -1.020
O -0.136 -0.777 -4.475
H 0.293 0.139 -4.499
H 0.560 -1.265 -3.876
O -1.912 1.815 0.916
H -2.647 2.394 1.133
H -2.311 1.090 0.379
*
```

Summary:
Structure (SMILES): NCC=O.O.O.O
Relative energy (zero: lowest compared OMol25 entry of this formula, charge and spin) (kJ/mol): 255.5
Electronic energy (hartree): -438.46016
Orbital gap (hartree): 0.371
LUMO energy (eV): 0.6

Atomic partial charges in e from the Löwdin method, atoms 1 to 6: -0.046, -0.267, -0.179, -0.034, 0.089, 0.088

The following is a DFT calculation (ωB97M-V/def2-TZVPD) of a single C21H17N3O3S molecule in a non-equilibrium geometry.

```
! wB97M-V def2-TZVPD RIJCOSX def2/J DEFGRID3
* xyz 0 1
C 3.756 0.913 1.202
O 3.217 1.714 0.027
C 1.780 1.799 -0.161
C 1.290 3.095 -0.440
C -0.107 3.183 -0.937
N -0.464 4.458 -0.977
S -2.030 4.677 -1.712
C -2.527 6.220 -0.912
O -2.031 5.041 -3.051
O -3.065 3.578 -1.457
C -0.753 1.960 -1.303
C -0.170 0.683 -1.084
C 0.984 0.586 -0.297
N 1.274 -0.478 0.363
C 0.502 -1.596 0.489
C -0.831 -1.702 1.095
C -1.464 -0.591 1.554
C -2.625 -0.836 2.285
C -3.199 -2.117 2.451
C -2.529 -3.163 1.960
C -1.363 -2.975 1.181
N -0.776 -4.089 0.707
C 0.432 -4.003 0.127
C 0.869 -5.112 -0.567
C 2.138 -5.111 -1.212
C 2.816 -3.903 -1.346
C 2.350 -2.730 -0.844
C 1.147 -2.774 -0.013
H 3.063 0.728 2.084
H 4.061 -0.022 0.782
H 4.653 1.348 1.565
H 1.803 3.931 -0.126
H -3.539 6.431 -1.339
H -2.636 6.164 0.191
H -1.915 6.983 -1.186
H -1.674 1.912 -1.873
H -0.776 -0.204 -1.439
H -1.041 0.346 1.413
H -3.139 0.047 2.724
H -4.092 -2.314 2.987
H -2.879 -4.187 2.111
H 0.247 -6.023 -0.593
H 2.531 -6.011 -1.708
H 3.741 -4.030 -1.754
H 2.972 -1.827 -0.968
*
```

Summary:
Structure (SMILES): COC1=CC(=N/S(C)(=O)=O)/C=CC/1=N\c1c2ccccc2nc2ccccc12
Relative energy (zero: lowest compared OMol25 entry of this formula, charge and spin) (kJ/mol): 553.8
Electronic energy (hartree): -1598.44109
Orbital gap (hartree): 0.202
LUMO energy (eV): -2.3

Atomic partial charges in e from the Löwdin method, atoms 1 to 6: -0.029, -0.106, -0.116, 0.091, -0.312, 0.004